# C34H38BNO2S

2 unconnected molecules or ions with the total composition C34H38BNO2S in a non-equilibrium geometry (ωB97M-V/def2-TZVPD, the Open Molecules 2025 dataset).

Results
Net charge = 0
Max |F| = 4.98 eV/Å
Orbital gap = 7.498 eV
Energy above the lowest of the compared OMol25 structures with the same formula, charge and spin = 45.7 kcal/mol
Structure (SMILES) = Cc1ccc([C@H](c2ccc(C)s2)c2cn(C)c3ccccc23)cc1.CC1(C)OB(c2ccccc2)OC1(C)C
Highest occupied orbital energy = -6.91 eV

Each line ends with the Löwdin charge.
Element x y z (Å)
1 N -0.15 -1.47 4.17  -0.0869
2 C -1.42 -1.30 3.59  -0.1512
3 H -0.30 5.10 1.97  0.1153
4 C -0.52 -3.04 -0.40  0.0013
5 H -0.64 -4.10 -0.68  0.1006
6 C -0.64 -2.27 -1.72  -0.4505
7 C 0.32 -1.88 5.48  -0.0226
8 H 6.56 -0.81 0.23  0.0805
9 C -2.51 5.26 0.31  -0.0640
10 C 0.55 -2.53 -2.77  -0.4192
11 C -1.26 -0.61 2.33  -0.1008
12 H 1.18 -3.16 -4.67  0.0958
13 C 4.43 -0.50 0.44  -0.5657
14 C 5.66 -0.66 -0.37  -0.1249
15 H -2.71 2.70 -0.80  0.1318
16 C 0.12 -0.37 2.24  -0.1587
17 C -0.49 4.24 1.31  -0.0439
18 C 0.23 -3.15 -4.12  -0.0198
19 H -4.55 0.10 1.79  0.1067
20 H -1.08 0.87 -0.48  0.0825
21 H -1.35 -2.81 0.31  0.0926
22 H 1.21 4.12 -1.78  0.1120
23 H 1.22 1.23 2.75  0.1557
24 H 3.92 -2.73 0.67  0.1426
25 H -1.75 1.06 -4.39  0.1111
26 C 0.76 -0.88 3.38  -0.0616
27 H -0.25 -2.73 5.86  0.0861
28 H 1.60 1.56 -1.79  0.1120
29 H -1.93 3.56 -4.69  0.0984
30 C -2.41 -0.22 1.66  -0.0370
31 H 1.26 3.29 2.13  0.1083
32 C -2.62 -1.37 4.28  -0.0226
33 C 0.91 0.75 1.74  -0.2461
34 H -0.12 -4.17 -4.14  0.0852
35 H -3.55 4.96 0.07  0.0814
36 C 0.40 3.17 1.47  -0.0442
37 H 0.43 -2.92 0.15  0.0715
38 S 3.57 1.04 0.67  1.0592
39 C 0.17 1.89 0.96  -0.1281
40 C -1.58 4.09 0.45  -0.2925
41 H 1.73 -0.59 3.79  0.1556
42 C 2.24 0.21 1.46  -0.4729
43 H -0.49 -2.56 -4.70  0.0957
44 H 5.81 0.20 -1.00  0.0607
45 C 0.65 3.45 -2.46  -0.0758
46 C -0.90 1.79 0.08  -0.0673
47 H -2.25 -2.05 -3.20  0.0982
48 C 1.78 -3.19 -2.14  -0.0039
49 O -0.67 -0.85 -1.58  0.0877
50 C -3.65 -0.28 2.31  -0.0785
51 H -2.12 5.86 -0.53  0.0804
52 H -2.79 -2.49 -1.56  0.0984
53 H -2.50 5.91 1.21  0.0844
54 C -0.09 1.20 -3.08  -0.0907
55 C -1.16 3.15 -4.05  -0.0885
56 C -1.82 2.84 -0.15  -0.0138
57 C 3.64 -1.62 0.73  -0.1258
58 O 0.96 -1.19 -3.21  0.1232
59 C 2.44 -1.18 1.31  -0.1700
60 C -3.75 -0.83 3.61  -0.0916
61 H -2.63 -1.86 5.26  0.1109
62 H -2.36 0.15 0.66  0.0804
63 H -4.73 -0.90 4.08  0.0906
64 C 0.82 2.05 -2.41  -0.0393
65 H -2.01 -3.69 -2.55  0.0928
66 H 2.61 -3.12 -2.86  0.0974
67 C -0.34 4.00 -3.30  -0.0894
68 H 1.78 -1.92 1.66  0.0752
69 H 0.27 -1.04 6.18  0.0989
70 C -1.07 1.76 -3.91  -0.0468
71 B -0.02 -0.32 -2.74  -0.5051
72 C -1.99 -2.63 -2.30  -0.0209
73 H 2.06 -2.72 -1.19  0.0682
74 H 5.42 -1.53 -1.05  0.0949
75 H -0.45 5.09 -3.36  0.1054
76 H 1.38 -2.16 5.34  0.0951
77 H 1.56 -4.25 -1.99  0.0960